# 1
A molecular structure, C30H49O5PmSi2 in a non-equilibrium geometry. Source: OMol25; level of theory: the ωB97M-V functional and the def2-TZVPD basis.

Geometry as XYZ:
```
87
Properties=species:S:1:pos:R:3
C -1.05531 -5.14156 -1.78873
C -0.20414 -3.85919 -1.88626
C -1.76939 -5.13247 -0.42448
C -1.05014 -4.06687 0.47915
H -1.66463 -6.13082 0.02283
H -2.84154 -4.90316 -0.55331
C 0.15287 -3.51689 -0.44339
H -0.81678 -3.08897 -2.37824
H 0.69556 -4.00935 -2.50962
C 0.99134 -2.20271 -0.30474
H 0.92328 -4.28661 -0.21819
H -0.53815 -4.60776 1.29792
C -2.05899 -3.20303 1.12134
C -2.04338 -5.27290 -2.93542
C -0.26395 -6.44051 -1.94138
O -0.45139 -7.43527 -1.25143
O -2.54303 -4.32185 -3.52198
O -2.28122 -6.55626 -3.25390
O 0.60861 -6.45220 -2.95918
C 1.09416 -7.78059 -3.19335
H 1.75190 -7.69246 -4.05483
H 0.24822 -8.44387 -3.40168
H 1.62844 -8.14827 -2.31230
C -3.15659 -6.71277 -4.36447
H -4.10181 -6.18521 -4.19474
H -3.31238 -7.78452 -4.44662
H -2.68289 -6.31640 -5.26971
O 0.49860 -0.90493 -0.12943
H 1.64356 -2.13594 -1.19300
H 1.68619 -2.36345 0.53108
C -1.82063 -2.72539 2.50024
C -2.95009 -2.43781 0.22889
H -3.97801 -2.83610 0.17092
H -2.53999 -2.43993 -0.79392
H -3.03678 -1.38585 0.55134
H -2.14247 -1.67603 2.58374
H -0.74367 -2.75872 2.73027
H -2.34792 -3.28061 3.29328
Pm 0.43180 1.08084 0.34509
C 2.80891 2.18230 1.35654
C 2.93422 0.81994 1.74677
C 3.05676 0.04332 0.56793
H 2.95501 0.44779 2.77561
C 2.92052 0.90699 -0.55636
C 2.78421 2.23875 -0.07395
H 2.67459 3.14046 -0.67292
H 2.75225 3.03582 2.02801
H 3.28788 -1.02378 0.54108
H 2.90911 0.60751 -1.60484
C -1.92700 1.99958 -0.86685
C -0.85307 2.79719 -1.35530
C 0.03507 1.96708 -2.09241
H -0.75037 3.87201 -1.21515
C -0.52065 0.65071 -2.10439
C -1.72844 0.66852 -1.34952
H -2.40647 -0.16745 -1.19868
H -2.78250 2.34623 -0.28768
H 0.96588 2.27813 -2.57046
H -0.08831 -0.21420 -2.59994
C -1.09799 5.35809 3.81285
Si 0.16227 4.15022 3.08421
C 1.78001 4.50902 3.99564
C -0.38078 2.36928 3.44266
C 0.29965 4.36372 1.25160
Si 1.19723 5.79141 0.46372
C 3.08354 5.68614 0.56847
C 0.75018 5.94887 -1.36388
C 0.76398 7.44218 1.28835
H -0.90904 5.50992 4.88581
H -2.12474 4.98004 3.70549
H -1.05287 6.34236 3.32593
H 1.53634 4.84825 5.01375
H 2.40424 3.61112 4.08763
H 2.37329 5.29933 3.51752
H -1.16390 2.02087 2.75018
H 0.45692 1.65597 3.44758
H -0.81501 2.35256 4.45328
H -0.72436 4.27924 0.83662
H 3.50567 5.17793 -0.30877
H 3.49535 6.70712 0.58531
H 3.44518 5.16941 1.46483
H -0.33248 6.06391 -1.51318
H 1.23350 6.84400 -1.78612
H 1.08443 5.08421 -1.95273
H -0.31179 7.66016 1.22841
H 1.05804 7.48033 2.34697
H 1.29632 8.25383 0.76851
```

Expectation value of S²   6.007
DFT total energy   -2736.02727 a.u.
Multiplicity   5
Kohn-Sham gap (spin up / spin down)   2.50 / 2.50 eV
Charge   -2
HOMO level (spin up / spin down)   0.0525 / 0.0524 hartree

# 2
5 unconnected molecules or ions with the total composition C20H40O4P in a non-equilibrium geometry. Source: OMol25; level of theory: the ωB97M-V functional and the def2-TZVPD basis.

Geometry as XYZ:
```
65
Properties=species:S:1:pos:R:3
C 4.12162 -2.49413 2.66362
C 3.95401 -1.57085 1.87277
C 3.55353 -0.31414 1.00980
C 2.00866 -0.26885 0.67921
C 1.52574 -1.42056 -0.32062
P -0.27809 -1.10073 -0.83352
C -1.19056 -0.01321 0.38530
C -2.73004 -0.37423 0.59095
C -3.03753 -1.91351 0.86924
H 3.99486 -3.48802 3.19935
H 3.78007 0.58172 1.68049
H 4.22624 -0.21864 0.10834
H 1.43815 -0.40644 1.65538
H 1.69746 0.72727 0.22899
H 1.49862 -2.39112 0.27886
H 2.20081 -1.52903 -1.23051
H -0.94490 -2.31472 -1.16247
H -0.18350 -0.35729 -2.05798
H -1.16188 1.05247 -0.02540
H -0.68904 0.04749 1.40052
H -3.06526 0.18908 1.52547
H -3.37834 0.02023 -0.25349
H -2.26062 -2.63544 0.48340
H -4.02572 -2.14464 0.35316
H -3.18611 -2.09630 1.97709
C 2.84649 2.23092 -3.36315
C 1.92338 2.59438 -2.23281
O 1.33124 1.73549 -1.59549
C 1.75884 4.05368 -1.91940
H 2.86957 1.14545 -3.47784
H 2.48658 2.67403 -4.29347
H 3.85684 2.58148 -3.14493
H 1.35201 4.57552 -2.78676
H 2.72163 4.48399 -1.63826
H 1.06611 4.16899 -1.08339
C -6.84800 -0.61740 2.57285
C -6.39561 -1.92361 3.17251
O -5.21561 -2.19808 3.27272
C -7.46327 -2.87537 3.64275
H -5.97466 -0.03248 2.27885
H -7.45759 -0.80612 1.68693
H -7.41874 -0.04807 3.30885
H -8.10001 -3.16388 2.80408
H -8.06132 -2.40581 4.42613
H -6.99420 -3.77188 4.05064
C 1.56013 -7.06355 3.87132
C 2.43245 -6.32931 2.88761
O 3.41958 -5.72168 3.24966
C 2.03242 -6.37825 1.43552
H 1.96727 -6.94233 4.87608
H 0.54890 -6.65213 3.85116
H 1.53927 -8.12766 3.62804
H 1.04182 -5.93644 1.30780
H 2.03243 -7.41181 1.08422
H 2.74997 -5.80732 0.84350
C 3.11645 7.96317 -5.52359
C 2.14923 7.25191 -4.61523
O 2.32100 6.09153 -4.29321
C 0.96065 8.03415 -4.12115
H 3.92115 7.28057 -5.80062
H 2.60415 8.28736 -6.43147
H 3.54850 8.82249 -5.00706
H 0.35324 8.36146 -4.96709
H 1.29745 8.89657 -3.54274
H 0.35060 7.39796 -3.47774
```

DFT total energy   -1428.00966 a.u.
Kohn-Sham gap   9.32 eV
Charge   +1
HOMO level   -0.4265 hartree

# 3
9 unconnected molecules or ions with the total composition C31H74NO26P5S3 in a non-equilibrium geometry. Source: OMol25; level of theory: the ωB97M-V functional and the def2-TZVPD basis.

Geometry as XYZ:
```
140
Properties=species:S:1:pos:R:3
C -6.41067 -2.84745 1.70544
O -5.31499 -3.58293 1.11874
P -4.08013 -3.92962 2.06360
O -3.57766 -2.82427 2.89080
O -4.60632 -5.18644 2.91554
C -5.52189 -6.08165 2.28692
O -3.04169 -4.57308 1.04877
C -1.78361 -5.05711 1.51728
H -6.13563 -2.45709 2.68286
H -7.26046 -3.51495 1.87329
H -6.74663 -2.11182 0.98260
H -5.19805 -6.34962 1.27594
H -6.50200 -5.63741 2.12671
H -5.63381 -7.01698 2.82778
H -0.97208 -4.51050 1.04078
H -1.69421 -6.09557 1.18662
H -1.74355 -5.08153 2.60673
C -2.59929 -1.38446 -0.08153
O -1.23371 -1.67008 -0.38790
P -0.10498 -0.78256 0.32715
O -0.57193 0.53844 0.80038
O 0.48040 -1.74285 1.43954
C -0.25507 -2.08446 2.61025
O 1.06274 -0.74639 -0.71033
C 2.20093 0.10751 -0.56004
H -3.02528 -0.78122 -0.88680
H -2.84048 -0.84198 0.83385
H -3.12446 -2.33588 -0.04249
H -0.24867 -1.26019 3.32835
H 0.20901 -2.93000 3.11225
H -1.29166 -2.32202 2.37082
H 2.21135 0.83772 0.24836
H 2.17760 0.66595 -1.49567
H 3.12308 -0.46555 -0.50692
C 6.96740 -3.23709 -2.00949
O 6.61973 -2.58774 -0.79268
P 6.64210 -3.41277 0.56624
O 7.79218 -4.28722 0.67074
O 6.64182 -2.24149 1.66517
C 6.24494 -2.60734 2.97606
O 5.20625 -4.11597 0.63649
C 4.06705 -3.25382 0.62623
H 7.79761 -3.93463 -1.86398
H 7.40199 -2.47223 -2.65320
H 6.10518 -3.76140 -2.41946
H 7.10545 -2.78114 3.62692
H 5.63353 -3.46700 3.27740
H 5.64871 -1.77473 3.34538
H 3.66857 -3.11663 -0.38356
H 4.22588 -2.22435 0.95571
H 3.30053 -3.71458 1.24371
C 4.26341 3.99030 -4.84874
O 4.79947 4.69154 -3.74138
P 5.66489 4.02780 -2.58418
O 6.85996 3.28110 -2.97302
O 5.99453 5.31617 -1.70041
C 7.15010 6.08492 -2.05715
O 4.58294 3.21226 -1.74592
C 3.46530 3.88680 -1.18721
H 3.17644 4.06108 -4.82751
H 4.55428 2.93721 -4.86018
H 4.65010 4.43302 -5.76816
H 7.66389 5.72933 -2.94814
H 7.89839 5.99312 -1.27066
H 6.82504 7.11583 -2.14437
H 2.68524 3.15577 -0.97974
H 2.99376 4.53436 -1.92810
H 3.70811 4.42118 -0.26949
C -2.49814 -5.42595 -4.62607
O -3.07273 -4.52253 -3.68197
P -3.73854 -3.18974 -4.21578
O -4.89147 -3.40172 -5.12328
O -2.53617 -2.39211 -4.92970
C -1.35619 -1.96965 -4.21280
O -4.00515 -2.30693 -2.90712
C -5.23943 -2.44847 -2.22275
H -2.48069 -4.94168 -5.60190
H -3.00395 -6.38647 -4.67493
H -1.45714 -5.66163 -4.39933
H -0.55167 -2.36749 -4.83177
H -1.29338 -2.34039 -3.19049
H -1.31328 -0.88287 -4.20974
H -5.99890 -2.88703 -2.87012
H -5.51227 -1.50170 -1.74934
H -5.16886 -3.07428 -1.32236
O 0.62015 0.46012 -3.93397
S 0.53429 1.87888 -3.64539
O 1.66304 2.60965 -3.10382
C -0.08224 2.72052 -5.12779
C -0.96669 3.82961 -4.49188
C -1.86264 3.14748 -3.47371
C -0.97194 2.23143 -2.63503
H -0.72237 1.99123 -5.62103
H 0.79681 2.97668 -5.71216
H -0.31775 4.51604 -3.94714
H -1.56585 4.31000 -5.26278
H -2.69866 2.59292 -3.90480
H -2.38016 3.87700 -2.84647
H -1.43937 1.27485 -2.40052
H -0.61787 2.61540 -1.67880
O -5.51072 -0.52839 4.85779
S -4.83811 0.28825 3.87412
O -5.25043 0.17037 2.48741
C -4.94622 2.03309 4.42997
C -3.46082 2.49426 4.35810
C -2.61537 1.32682 4.86335
C -3.02966 0.13887 4.02050
H -5.22056 1.96958 5.48012
H -5.60711 2.60052 3.78561
H -3.24507 2.69334 3.30823
H -3.36505 3.35502 5.01831
H -2.82139 1.15477 5.92751
H -1.54587 1.54186 4.91120
H -2.71191 -0.84432 4.35411
H -2.66264 0.31279 3.00453
O 3.79742 -0.18566 2.31752
S 3.63913 0.85057 3.34162
O 4.06683 0.61488 4.69469
C 4.32552 2.43900 2.71510
C 3.22716 3.48904 2.76230
C 1.86473 2.75518 2.62107
C 1.90073 1.41638 3.35849
H 4.49668 2.23420 1.65288
H 5.30629 2.63184 3.13985
H 3.28355 4.02550 3.71326
H 3.29163 4.27641 2.01414
H 1.62123 2.63583 1.56613
H 1.10073 3.35743 3.11084
H 1.34240 0.57920 2.94109
H 1.57635 1.53309 4.39124
C -3.57888 4.48249 0.73950
C -4.39069 3.32851 0.83043
C -3.53409 2.23191 0.78881
N -2.25694 2.69554 0.67524
C -2.27699 4.06580 0.61945
H -3.82656 5.53210 0.73005
H -5.46715 3.32016 0.86042
H -3.74908 1.18193 0.87191
H -1.43598 2.09349 0.67110
H -1.31492 4.55155 0.56376
```

DFT total energy   -6138.32616 a.u.
SMILES string   COP(=O)(OC)OC.COP(=O)(OC)OC.COP(=O)(OC)OC.COP(=O)(OC)OC.COP(=O)(OC)OC.O=S1(=O)CCCC1.O=S1(=O)CCCC1.O=S1(=O)CCCC1.c1cc[nH]c1
Kohn-Sham gap   8.61 eV
HOMO level   -0.3092 hartree
Energy above the lowest of the compared OMol25 structures with the same formula, charge and spin   0.00 kJ/mol

Q: Look up the DFT total energy of the second one.
A: -1428.00966 a.u.

Q: Which of these has the highest DFT total energy?
A: C20H40O4P

Q: Among the records above, which one has the lowest DFT total energy?
A: C31H74NO26P5S3

Q: Number 3 is which compound?
A: C31H74NO26P5S3